No. 1
DFT (the ωB97M-V functional and the def2-TZVPD basis) results for C48H108N4O6 as an isolated structure in a non-equilibrium geometry.

Results
* E: -69742.4221 eV
* HOMO-LUMO gap: 0.30402 Ha
* ΔE to the lowest compared entry with this formula, charge and spin: 26.237 eV
* LUMO: 0.0173 Ha

```
! RIJCOSX wB97M-V def2-TZVPD def2/J DEFGRID3
* xyz 0 1
H -5.3549 13.7255 3.7395
H -10.1293 16.6803 -0.7036
H -5.6563 15.5128 0.9394
C -8.5572 17.0191 3.6973
H -6.8573 13.0287 3.3746
C -6.5775 10.5346 4.6428
H -9.3234 17.4484 3.0517
H -5.0906 16.9847 3.5239
H -7.7536 19.0690 4.1369
H -2.8356 15.3543 2.1942
H -9.7172 14.6583 3.9676
H -11.6651 20.3238 7.1697
H -6.9748 9.5205 4.5994
H -5.4645 15.2146 8.4345
C -5.0853 10.6557 4.3859
N -8.0756 15.6891 3.2074
H -5.2319 15.0086 4.5835
N -4.4810 20.7231 3.2399
C -8.6790 15.9790 9.3514
H -4.7256 12.8219 4.0654
H -9.0827 18.1870 8.5322
H -6.8957 11.7898 0.3462
H -10.6556 16.1277 2.1800
H -5.4835 17.5703 7.7701
H -4.5514 22.7962 2.9182
C -9.0206 15.3311 8.0168
H -9.2312 10.1322 2.4855
H -7.6255 16.2573 9.3784
H -6.4239 20.6109 2.5901
C -9.1923 14.7574 3.0174
H -5.8261 22.2038 3.9144
C -12.7615 15.4686 8.1162
C -6.3258 13.9784 3.3136
C -9.0066 13.2113 -0.7437
N -10.4276 14.8169 8.0308
H -10.0341 21.0162 3.9796
C -10.3344 14.1848 5.5985
C -9.4528 20.1150 5.8109
H -10.0377 17.8074 0.6370
H -6.3031 15.8428 4.1287
C -11.2226 10.9083 2.0904
O -4.7278 17.4024 0.9392
H -7.7285 14.5984 1.2405
H -6.5915 17.1932 6.3726
C -7.2076 11.3474 3.5243
C -4.8876 11.8894 3.5246
H -8.3298 19.6357 8.1571
C -4.7402 16.1820 2.8751
H -9.1468 11.9654 4.3738
H -4.5455 10.7503 5.3281
C -7.4235 18.0571 3.9019
H -6.7762 18.0696 3.0250
H -6.5421 16.6811 1.6891
H -8.7085 18.1876 -2.2003
H -11.8408 10.0120 2.1405
H -5.4990 18.3109 2.0891
C -5.4446 20.5312 2.1181
C -11.6958 18.7093 8.4534
H -12.3419 18.0953 7.8261
H -8.8787 13.7514 2.7387
H -4.6756 17.1826 5.2493
H -10.3133 10.0463 3.9065
C -10.5605 20.4766 4.7669
H -9.0212 20.9909 6.2953
H -11.3038 21.1688 5.1624
H -12.4231 19.2556 9.0540
O -7.8043 13.9270 -0.7346
C -4.5408 19.7335 4.2833
H -7.7222 16.1485 -0.3367
C -10.5823 13.7269 7.0357
H -4.2005 18.7454 3.9737
C -9.5017 17.4404 -0.2383
H -9.0768 11.2525 0.2689
C -11.0799 12.6616 3.6427
C -7.8183 17.8830 6.8428
H -11.4186 16.3790 6.8789
H -11.5614 13.2619 7.1510
C -10.9058 19.7536 7.7050
H -10.9515 15.0606 5.3978
C -7.4825 12.4954 0.9344
H -7.3792 14.7765 5.0100
H -7.0910 15.6038 8.1129
H -9.8892 12.9150 7.2559
O -7.9627 19.0907 -0.4090
H -11.0411 19.6016 4.3291
C -9.0106 18.4947 -1.1990
H -3.9904 11.8526 2.9068
C -3.9520 22.4889 5.0159
H -6.8258 11.0268 5.5831
H -8.8557 15.9543 7.1378
H -7.3829 17.2508 7.6167
H -13.1087 14.8507 7.2880
O -6.0587 14.6431 6.5142
H -6.2658 17.9316 -0.3287
H -8.6155 19.6717 5.2719
H -9.0213 12.6251 -1.6626
H -8.4059 17.2643 6.1645
C -3.2604 16.3104 2.5000
H -11.1160 13.7311 3.4358
H -13.4402 16.3206 8.1567
H -9.6173 15.3652 0.9867
H -9.3245 14.5609 5.4350
H -11.1714 16.6532 8.6745
C -6.1142 15.5614 7.6310
H -9.8844 13.8424 -0.6050
H -5.6253 19.0086 5.8838
H -4.2584 18.9747 1.1108
H -8.9210 15.3442 10.2038
C -11.3826 15.9414 7.8765
H -6.1311 14.2523 2.2767
H -10.7773 11.1022 1.1146
H -2.9260 22.1325 4.9244
H -12.8019 14.8933 9.0411
H -3.7284 16.5287 6.6272
H -9.0057 16.8520 4.6766
H -6.8587 17.7092 4.7668
O -11.8589 12.1053 2.5824
C -10.1704 15.1898 1.9094
H -7.8845 12.1305 3.8660
H -7.9163 10.7976 2.9051
H -9.0131 12.4815 2.7859
H -2.9488 18.1928 1.5671
C -10.0401 10.6254 3.0243
H -9.5992 12.5275 1.2479
C -7.0679 15.0754 4.0091
H -4.7068 9.7929 3.8380
H -2.8732 16.7875 0.4338
H -5.4091 21.3228 1.3696
C -5.2818 19.1579 1.4382
C -5.7698 16.8518 7.0021
C -3.3431 17.2062 1.3237
H -4.9747 15.2702 3.4243
O -6.0808 11.8702 2.7225
H -10.4652 20.4687 8.3997
H -6.2006 14.1283 0.4820
H -9.7825 19.2358 -1.4065
C -4.9696 15.0415 5.6410
C -5.8605 19.6329 5.0218
H -10.9600 14.4496 1.7797
C -7.2592 13.8827 0.5655
C -7.1624 18.1084 0.2653
H -6.8751 18.3768 1.2819
N -9.9329 19.1899 6.8455
C -8.1578 16.9308 0.2849
H -8.4380 14.4110 7.9709
H -11.4709 12.5028 4.6478
H -6.5896 19.1174 4.3967
C -8.8055 18.7871 7.6655
H -9.2277 16.8874 9.5999
C -4.7546 22.1083 3.7389
C -4.6764 16.4895 6.0905
H -2.7007 16.7713 3.3139
H -8.2506 16.5478 1.3012
C -8.8695 12.3036 0.4698
H -7.3643 12.3727 2.0110
H -4.0149 23.5691 5.1478
H -3.7450 19.9976 4.9799
C -5.4993 16.3862 1.5725
H -4.0782 14.4301 5.7812
H -6.9862 18.3850 6.3491
H -10.4933 13.4133 4.8450
H -11.1340 18.0701 9.1345
H -5.8370 19.0702 0.5044
C -9.7205 11.9810 3.4471
H -4.4186 22.0539 5.8997
H -6.2275 20.5857 5.4033
*
```

Results of the Löwdin charge analysis, in e, for atoms 1 through 5: atom 1 (H): 0.04, atom 2 (H): 0.11, atom 3 (H): 0.11, atom 4 (C): -0.11, atom 5 (H): 0.05

***

No. 2
DFT (the ωB97M-V functional and the def2-TZVPD basis) results for a 9-piece molecular cluster, C48H108O18 overall in a non-equilibrium geometry.

Results
* E: -88374.7497 eV
* SMILES: CCOC(C)=O.CCOC(C)=O.CCOC(C)=O.COCCOCCOC.COCCOCCOC.COCCOCCOC.COCCOCCOC.CCCCCC.CCCCCC
* HOMO-LUMO gap: 0.34160 Ha
* ΔE to the lowest compared entry with this formula, charge and spin: 0.000 eV
* LUMO: 0.0143 Ha

```
! RIJCOSX wB97M-V def2-TZVPD def2/J DEFGRID3
* xyz 0 1
O 1.3919 -5.0984 6.4447
H -2.0684 -0.5783 -1.4491
H -1.2711 -0.3476 3.5543
H -1.3652 7.7829 -1.2316
H -4.1967 -1.6797 5.8302
H 2.3077 -5.9713 -4.6394
H -0.4985 -1.8878 3.0175
O 2.5392 4.7772 2.7992
H -0.5959 -0.4439 0.6843
H 6.2314 4.2313 0.0482
H 4.7579 5.4420 3.0519
C 2.6094 -5.6633 6.8966
H -0.6191 1.7345 1.8660
C 2.6618 2.8174 -5.7723
C -3.6030 -4.3799 2.4666
H -2.7316 6.2006 0.2702
H -5.1779 -0.6655 -4.0660
H -3.0814 -3.9694 5.2931
H 2.3190 1.0207 -0.1060
C 0.2547 0.6937 -1.0310
H 2.9894 3.4047 -6.6339
C 1.6408 3.5284 -4.8979
H -0.6395 1.2660 -1.2917
O 5.7530 1.6700 -1.7692
C 2.8833 3.5563 2.1660
C 1.3331 1.4564 -0.2482
H 1.2930 6.3110 2.6076
H 0.8911 -5.5096 -5.5452
C -1.5837 2.2380 1.8521
H 3.6385 -0.0222 -1.7934
C -4.0756 -3.6840 4.9380
C -1.0294 7.4601 -0.2414
C -0.4490 -1.0447 3.7228
H -0.6453 8.3898 0.1912
H 6.0594 4.5358 4.0570
H -2.4234 -3.4350 -2.6137
H 0.4440 -3.7071 -4.0780
H 0.1717 -3.6735 3.7610
H -3.3365 -3.9644 1.4883
C 5.7103 1.4451 -0.4565
C 6.7947 5.4956 2.3627
H -1.9647 4.4842 -6.0221
O 0.3627 3.6093 -5.5100
C -0.6436 -5.9653 -3.2884
H -2.9065 3.2850 -5.1107
H -3.2265 0.6075 -3.9104
C 4.1458 2.9841 2.7870
H -0.8639 -1.3692 -2.1954
H -2.1131 -6.0643 0.8883
O 6.4752 6.0628 1.0633
C -3.8080 -3.2536 3.4848
H 3.4379 -4.9522 6.9484
C -6.6038 2.7695 -5.3534
H -2.8059 7.8736 0.8442
H -7.5498 2.5390 -5.8399
H -4.6692 -7.0834 -2.3101
H -4.6478 -4.6120 5.0152
C -1.9840 3.4569 -5.6523
H 1.9534 -2.0575 3.3045
C -2.4219 -6.5295 1.8280
O 0.6304 -0.3366 3.1046
H 0.9702 5.1046 1.3627
H -1.9456 2.8215 -6.5375
C -0.2536 -0.5852 -0.3449
H -2.1922 -2.4622 0.2981
O -6.3395 1.2563 -3.5385
O -1.5751 6.6385 1.9387
C -2.8613 -3.2375 -1.6341
H -2.1698 1.9895 0.9663
H -2.8817 -2.6672 3.4691
O -0.7667 2.9483 -3.6719
H -1.9971 1.7886 2.7694
H 2.9776 -6.4400 6.2137
H -2.7746 -1.1488 -4.2053
C 7.0610 1.4315 0.2169
H -3.0791 -6.0506 3.7816
H -1.0056 -7.6819 -1.9977
H 4.0217 2.9165 3.8767
H -4.5631 -4.8090 2.1434
C 0.3699 -3.7061 4.8449
C -4.7821 -2.5979 5.7464
C 5.7979 5.2221 0.1736
H -3.3548 3.8470 2.8480
H 4.7323 5.0403 0.3828
C 3.9268 0.4187 -2.7451
H 3.0520 3.8092 1.1104
C 1.7962 -2.9018 -1.9800
C -2.6873 -5.5020 2.9191
H 7.6475 4.8166 2.2742
C -3.7964 -7.7007 -2.5184
H 4.6968 -0.1643 -3.2584
H -2.6089 0.1153 -5.4597
H -0.9706 5.6420 -1.8231
H -3.0112 4.3796 1.1510
H -5.7605 -2.3472 5.3388
H 4.5978 2.4632 -3.3122
C -0.3199 -1.5085 5.1847
H 0.7128 0.4281 -1.9904
H -1.7322 -5.1306 3.3131
H -1.2702 -1.8894 5.5740
H -0.5779 -5.2024 -2.5039
H 7.3657 2.4321 0.5130
H 2.2991 1.8645 -6.1564
C 1.8866 -0.9919 3.0691
H -1.8819 5.7982 3.6745
H 1.4828 2.4509 -0.6839
C -0.7271 3.2791 -4.8222
C -2.3743 5.7639 2.7011
H -0.0563 -0.6179 5.7580
H -1.2046 -5.4138 -4.0584
C 1.3277 -5.4941 -4.5392
H 0.6535 -1.2001 -0.2533
H 2.1858 -0.9222 2.0189
O -5.2033 0.8782 -5.4413
H 2.1076 -3.4793 -4.5908
C -2.1404 7.0121 0.6991
H -4.8092 -1.1216 -5.7335
H 0.9274 1.7395 0.7254
C 1.4076 -4.7690 5.0577
O 0.5839 -6.4369 -3.7865
H 2.3501 -6.1374 7.8383
C 5.6454 4.8117 3.0804
H -0.6193 -4.0834 5.1465
H 2.0158 -3.0937 -0.9254
H -3.6692 -2.5030 -1.6299
H 0.4143 4.6827 -1.2189
H 3.0744 0.3967 -3.4258
C -1.8024 -2.6672 -0.7016
H -3.9237 -8.1082 -3.5247
H -3.5811 -8.4206 -1.7281
H -5.8853 3.1352 -6.0857
H 0.8166 -2.4078 -1.9358
H 4.1654 1.9263 2.5099
H -1.5437 -7.8849 -3.6588
H 1.2228 -5.6477 4.4285
H 3.7830 2.3413 -1.8586
C -3.1991 -0.2357 -4.6090
H -3.3943 -6.9497 1.5341
O 4.6994 1.2940 0.1893
H 6.9895 0.7490 1.0559
C -6.0138 1.5766 -4.6518
O 5.3847 3.5514 2.4573
O 0.0413 6.5362 -0.2751
H -1.8233 -7.3833 2.1362
H 0.4941 4.6902 2.9737
C 1.2524 5.2415 2.4095
H 2.1123 2.7772 2.1794
H -3.3781 6.1795 2.8851
C -1.4449 -7.1531 -2.8491
H -0.9577 -3.3606 -0.6681
C -1.2876 -1.3057 -1.1785
C -2.6474 4.3550 2.1846
H 5.6353 5.7832 -0.7544
H 2.5545 -2.2087 -2.3498
H 2.4324 -4.4586 4.8182
O -1.4453 3.6051 2.1590
O 1.7309 -4.1787 -2.5745
H 1.9787 4.5251 -4.6113
H 1.5058 2.9799 -3.9600
C -4.6632 -0.3510 -4.9757
H 7.7913 1.0903 -0.5200
H 3.6065 2.6423 -5.2547
C 4.5051 1.7840 -2.4663
H 7.1025 6.4140 2.8604
O -2.7574 -6.7233 -2.5265
H -3.2301 -4.2057 -1.2925
H -4.9317 -2.9312 6.7759
H -6.8231 3.5260 -4.6030
H 2.6320 -0.5296 3.7184
C 1.4714 -4.0950 -3.9511
C -0.4003 5.3423 -0.9404
H -4.5684 -2.5654 3.1058
H -1.0972 4.8278 -0.2776
O 0.6842 -2.4719 5.4277
*
```

Results of the Löwdin charge analysis, in e, for atoms 1 through 5: atom 1 (O): -0.18, atom 2 (H): 0.11, atom 3 (H): 0.11, atom 4 (H): 0.12, atom 5 (H): 0.07

***

Question: Look up the E of the second one.
Answer: -88374.7497 eV

***

Question: Among the records above, which one has the lowest HOMO-LUMO gap?
Answer: C48H108N4O6

***

Question: The lowest E belongs to which entry?
Answer: C48H108O18